(1)
C2H7NO2S2 | wB97M-V/def2-TZVPD

Summary:
DFT total energy (eV): -29441.70167
Orbital gap (eV): 9.77
Strongest force on any atom (eV/A): 2.158
E_HOMO (eV): -9.199

Cartesian coordinates (Å):
C (2.05823, 0.17830, -0.41502)
S (0.54175, -0.79909, -0.42254)
O (0.75546, -2.04900, 0.24931)
O (-0.13685, -0.72770, -1.71870)
N (-0.31418, -0.00105, 0.79438)
C (-1.48914, 0.87588, 0.62977)
S (-2.84670, -0.19283, -0.10560)
H (2.46025, 0.24749, -1.43051)
H (1.58570, 1.14093, -0.22251)
H (2.79572, -0.18975, 0.37844)
H (-0.57658, -0.73298, 1.41170)
H (-1.74311, 1.20089, 1.59685)
H (-1.23115, 1.75086, 0.06686)
H (-1.85939, -0.70194, -0.81243)

(2)
C2H7NO2Si | wB97M-V/def2-TZVPD

Summary:
DFT total energy (eV): -15644.88846
Orbital gap (eV): 9.55
Strongest force on any atom (eV/A): 6.235
E_HOMO (eV): -9.365

Cartesian coordinates (Å):
C (-0.33069, 1.33412, 0.88082)
C (-0.73605, 0.01396, 0.66386)
Si (-1.55601, -0.62240, -0.93568)
H (0.09459, 1.69613, 1.84471)
H (-0.53073, 2.15217, 0.21518)
H (-0.73208, -0.59894, 1.55890)
H (-2.96066, -0.08326, -0.86161)
H (-1.16958, -0.24320, -2.28139)
H (-1.02456, -1.94480, -0.91535)
O (1.83789, -1.82160, -0.55610)
N (2.48593, -1.08983, 0.05369)
O (2.10321, 0.32076, -0.11372)
H (2.51874, 0.88690, 0.44668)

(3)
C2H7NO2Si | wB97M-V/def2-TZVPD

Summary:
DFT total energy (eV): -15646.02777
Orbital gap (alpha / beta) (eV): 8.70 / 8.70
Strongest force on any atom (eV/A): 4.710
E_HOMO (alpha / beta) (eV): -8.631 / -8.630

Cartesian coordinates (Å):
C (-0.48362, 1.60702, 0.40376)
C (1.89209, -0.45055, -0.26494)
N (-1.70510, -1.39779, -0.74025)
O (-1.39515, -2.52702, -1.20137)
O (-2.79764, -0.86853, -0.61166)
Si (0.17009, -0.23199, 0.45081)
H (-0.16250, 2.23804, -0.49676)
H (-1.53646, 1.64162, 0.48396)
H (-0.16451, 2.18054, 1.29362)
H (2.25982, 0.27382, -0.94846)
H (2.39859, -0.36818, 0.67890)
H (2.10153, -1.49819, -0.65260)
H (-0.57714, -0.59880, 1.60498)

(4)
C2H7NO3 | wB97M-V/def2-TZVPD

Summary:
DFT total energy (eV): -9820.33092
Orbital gap (eV): 10.55
Strongest force on any atom (eV/A): 0.910
E_HOMO (eV): -9.847

Cartesian coordinates (Å):
N (-1.17091, -0.83072, -0.02395)
C (-1.23355, 0.49830, -0.61813)
C (0.20498, 0.88446, -0.89358)
O (0.90315, 0.40507, -1.73968)
O (0.64673, 1.81371, -0.01628)
H (-0.70078, -1.48775, -0.63064)
H (-2.02845, -1.14850, 0.39593)
H (-1.71449, 1.16408, 0.07615)
H (-1.78808, 0.54582, -1.57094)
H (1.61161, 1.90278, -0.07987)
O (2.00072, -1.20821, 1.99074)
H (2.16190, -1.69442, 1.17963)
H (1.10718, -0.84464, 1.93063)